1.
Molecular formula: C9H14N2
Method: DFT, ωB97M-V with the def2-TZVPD basis set

Calculated values
- Highest occupied orbital energy (spin up / spin down): -9.23 / -7.69 eV
- Energy: -12533.84106 eV
- Orbital gap (spin up / spin down): 9.8 / 6.1 eV

CARTESIAN COORDINATES (ANGSTROEM)
1 C -3.42 -1.06 -1.42
2 C -3.25 0.23 -2.06
3 C -2.69 -0.93 -0.28
4 C -1.23 0.80 0.67
5 C 0.40 -1.06 0.56
6 C 0.30 0.48 0.44
7 C 1.61 -1.88 0.07
8 C 0.98 1.21 1.62
9 C 0.78 0.76 -0.95
10 N -2.49 1.07 -1.30
11 N -2.13 0.25 -0.26
12 H -3.95 -1.93 -1.74
13 H -3.73 0.66 -2.90
14 H -1.49 0.42 1.66
15 H -1.30 1.95 0.88
16 H -0.48 -1.58 0.73
17 H 1.82 -2.65 0.72
18 H 2.47 -1.15 0.13
19 H 1.37 -2.25 -0.98
20 H 1.98 1.33 1.31
21 H 0.92 0.64 2.75
22 H 0.53 2.29 1.65
23 H 0.13 0.30 -1.58
24 H 1.79 0.42 -0.96
25 H 0.72 1.83 -1.13

=====

2.
Molecular formula: C9H14N2O
Method: DFT, ωB97M-V with the def2-TZVPD basis set

Calculated values
- Highest occupied orbital energy: -9.14 eV
- Energy: -14581.98112 eV
- Orbital gap: 8.8 eV

CARTESIAN COORDINATES (ANGSTROEM)
1 C 0.64 -1.37 -2.56
2 C 1.54 -1.18 -1.53
3 C 1.30 -2.08 -0.23
4 C 1.02 -2.72 0.82
5 C 0.90 -3.36 1.93
6 N 1.19 -4.00 3.00
7 H 0.70 -0.86 -3.53
8 H -0.15 -2.12 -2.44
9 H 2.33 -0.43 -1.65
10 C 1.48 1.66 1.55
11 N 0.57 1.15 0.51
12 C -0.71 1.85 0.52
13 C -1.58 1.57 -0.69
14 O -1.59 0.23 -1.12
15 C -1.98 -0.67 -0.11
16 H 2.43 1.08 1.51
17 H 1.73 2.72 1.42
18 H 1.03 1.50 2.55
19 H 1.00 1.24 -0.39
20 H -0.60 2.94 0.58
21 H -1.24 1.58 1.44
22 H -2.61 1.95 -0.49
23 H -1.21 2.16 -1.55
24 H -3.04 -0.54 0.20
25 H -1.85 -1.68 -0.50
26 H -1.33 -0.60 0.78

=====

3.
Molecular formula: C9H14N2O2S
Method: DFT, ωB97M-V with the def2-TZVPD basis set

Calculated values
- Highest occupied orbital energy: -7.85 eV
- Energy: -27469.53571 eV
- Orbital gap: 8.6 eV

CARTESIAN COORDINATES (ANGSTROEM)
1 C -3.15 -2.19 2.42
2 N -1.97 -2.13 1.64
3 C -1.14 -3.24 1.41
4 C -0.18 -2.83 0.49
5 N -0.24 -1.43 0.46
6 C 0.54 -0.61 -0.36
7 O 1.42 -1.17 -1.02
8 O 0.25 0.74 -0.41
9 C 1.09 1.73 -1.05
10 C 2.63 1.47 -0.67
11 C 0.96 1.63 -2.59
12 C 0.58 3.18 -0.61
13 C -1.27 -0.96 1.36
14 S -1.72 0.61 1.62
15 H -3.97 -2.24 1.70
16 H -3.21 -1.30 3.02
17 H -3.11 -3.06 3.09
18 H -1.21 -4.29 1.80
19 H 0.56 -3.56 0.08
20 H 2.90 1.44 0.33
21 H 3.03 0.68 -1.28
22 H 3.22 2.27 -1.06
23 H -0.09 1.82 -2.83
24 H 1.25 0.63 -2.89
25 H 1.64 2.33 -3.06
26 H -0.53 3.10 -0.59
27 H 0.74 3.93 -1.34
28 H 0.99 3.47 0.35

=====

4.
Molecular formula: C9H14N2O5
Method: DFT, ωB97M-V with the def2-TZVPD basis set

Calculated values
- Highest occupied orbital energy: -9.79 eV
- Energy: -22773.07022 eV
- Orbital gap: 10.2 eV

CARTESIAN COORDINATES (ANGSTROEM)
1 N 0.97 -2.32 -0.57
2 C 1.46 -0.88 -0.41
3 C 2.75 -0.61 -1.29
4 C 3.45 0.84 -1.16
5 O 4.45 0.88 -0.32
6 O 2.89 1.90 -1.85
7 C 0.34 0.18 -0.71
8 O 0.21 1.02 -1.56
9 N -0.58 -0.06 0.34
10 C -0.83 -1.08 1.42
11 C -2.33 -0.98 1.61
12 C -2.85 0.28 1.19
13 C -1.83 0.81 0.16
14 C -1.44 2.19 0.22
15 O -2.39 2.97 -0.22
16 O -0.31 2.49 0.83
17 H 0.98 -2.36 -1.58
18 H 1.70 -2.93 -0.38
19 H 1.69 -0.55 0.71
20 H 3.38 -1.65 -1.10
21 H 2.43 -0.91 -2.39
22 H 1.93 1.73 -2.19
23 H -0.54 -2.11 1.09
24 H -0.07 -0.91 2.11
25 H -2.60 -1.73 0.78
26 H -2.93 -1.63 2.54
27 H -3.03 1.13 2.18
28 H -3.88 0.13 0.54
29 H -2.50 0.75 -0.63
30 H -0.52 3.40 0.65

=====

5.
Molecular formula: C9H14N2OsP
Method: DFT, ωB97M-V with the def2-TZVPD basis set

Calculated values
- Multiplicity: 5
- Highest occupied orbital energy (spin up / spin down): -10.47 / -11.97 eV
- Total charge: +1
- Expectation value of S²: 6.06
- Energy: -24284.27628 eV
- Orbital gap (spin up / spin down): 7.0 / 7.3 eV

CARTESIAN COORDINATES (ANGSTROEM)
1 C -1.36 -2.30 -0.21
2 C -0.27 -3.32 -0.60
3 C 0.15 -3.08 -1.91
4 C -0.58 -1.97 -2.47
5 C -1.50 -1.37 -1.48
6 Os -1.53 -0.34 0.34
7 P -1.95 -0.40 2.51
8 H -2.30 -2.71 0.17
9 H 0.03 -4.10 0.10
10 H 0.98 -3.60 -2.41
11 H -2.52 -1.04 -1.82
12 H -0.64 -1.66 -3.51
13 H -0.93 0.04 3.42
14 H -2.33 -1.61 3.15
15 H -3.05 0.42 2.95
16 C 1.99 3.62 1.02
17 N 1.53 2.43 0.31
18 C 1.99 1.88 -0.89
19 C 1.22 0.78 -1.15
20 N 0.26 0.68 -0.11
21 C 0.50 1.66 0.75
22 H 3.06 3.52 1.25
23 H 1.83 4.51 0.40
24 H 1.40 3.69 1.94
25 H 2.81 2.32 -1.45
26 H 1.25 0.07 -1.97
27 H -0.04 1.86 1.67

=====

6.
Molecular formula: C9H14N4O3S
Method: DFT, ωB97M-V with the def2-TZVPD basis set

Calculated values
- Highest occupied orbital energy: -8.86 eV
- Energy: -32499.58479 eV
- Orbital gap: 9.5 eV

CARTESIAN COORDINATES (ANGSTROEM)
1 N 1.12 -2.46 2.88
2 C 1.83 -1.28 2.39
3 C 3.29 -1.66 2.14
4 S 4.31 -0.28 1.58
5 C 1.17 -0.81 1.09
6 O 1.35 -1.39 0.03
7 N 0.30 0.22 1.21
8 C -0.74 0.42 0.21
9 C -0.19 0.89 -1.14
10 C -1.21 1.65 -1.93
11 C -1.50 1.57 -3.27
12 N -2.51 2.50 -3.48
13 C -2.77 3.08 -2.28
14 N -2.02 2.59 -1.32
15 C -1.59 -0.85 0.14
16 O -1.67 -1.66 1.05
17 O -2.28 -0.96 -0.99
18 H 1.13 -3.15 2.16
19 H 0.14 -2.21 3.01
20 H 1.77 -0.54 3.15
21 H 3.34 -2.48 1.42
22 H 3.71 -2.03 3.04
23 H 3.80 -0.25 0.32
24 H 0.07 0.54 2.14
25 H -1.41 1.20 0.55
26 H 0.66 1.55 -0.90
27 H 0.21 0.03 -1.73
28 H -1.10 0.94 -4.04
29 H -2.92 2.72 -4.35
30 H -3.51 3.86 -2.17
31 H -2.79 -1.75 -0.91

=====

7.
Molecular formula: C9H14N4O4
Method: DFT, ωB97M-V with the def2-TZVPD basis set

Calculated values
- Highest occupied orbital energy: -8.19 eV
- Energy: -23707.61779 eV
- Orbital gap: 8.7 eV

CARTESIAN COORDINATES (ANGSTROEM)
1 N 0.12 -0.75 2.31
2 C 0.02 0.31 1.40
3 C 0.99 1.40 1.79
4 C 0.74 2.77 1.19
5 C 0.82 3.33 -0.11
6 N 0.30 4.61 0.08
7 C -0.04 4.78 1.42
8 N 0.19 3.73 2.16
9 C 0.29 -0.11 0.00
10 O 1.07 0.56 -0.68
11 N 0.10 -1.47 -0.13
12 C 0.13 -2.27 -1.35
13 C 0.69 -3.72 -1.08
14 O -0.43 -4.13 -0.29
15 C -1.23 -2.38 -2.07
16 O -1.36 -3.03 -3.06
17 O -2.10 -1.58 -1.39
18 H 1.17 -0.80 2.37
19 H -0.22 -0.44 3.28
20 H -0.96 0.88 1.48
21 H 0.68 1.76 2.95
22 H 2.06 1.21 1.55
23 H 1.19 2.82 -1.03
24 H -0.04 5.45 -0.45
25 H -0.15 5.83 1.92
26 H -0.50 -1.97 0.49
27 H 0.82 -1.98 -2.07
28 H 1.66 -3.72 -0.68
29 H 0.94 -4.18 -2.10
30 H -0.51 -5.22 -0.49
31 H -2.94 -1.70 -1.97

=====

8.
Molecular formula: C9H14N5
Method: DFT, ωB97M-V with the def2-TZVPD basis set

Calculated values
- Highest occupied orbital energy: -12.99 eV
- Total charge: +1
- Energy: -16999.98242 eV
- Orbital gap: 8.2 eV

CARTESIAN COORDINATES (ANGSTROEM)
1 C 0.42 2.98 -4.10
2 C 0.89 2.65 -2.73
3 N 0.12 2.06 -1.91
4 C 0.66 1.52 -0.76
5 N -0.22 0.26 -0.44
6 N -1.36 0.22 -1.19
7 N 0.24 -0.39 0.52
8 C -0.31 -1.38 1.18
9 C -1.21 -2.37 0.75
10 C -1.59 -3.45 1.52
11 N -1.09 -3.48 2.77
12 C -0.26 -2.54 3.20
13 C 0.23 -1.48 2.44
14 C 1.25 -0.50 3.03
15 H 0.90 2.21 -4.72
16 H -0.65 2.65 -4.21
17 H 0.79 3.87 -4.56
18 H 1.86 2.81 -2.39
19 H 0.30 2.10 0.12
20 H 1.76 1.30 -0.79
21 H -1.43 1.04 -1.74
22 H -2.12 -0.23 -0.75
23 H -1.61 -2.15 -0.23
24 H -2.38 -4.16 1.37
25 H 0.16 -2.61 4.22
26 H 2.00 -0.28 2.25
27 H 0.82 0.32 3.40
28 H 1.82 -0.95 3.74

=====

9.
Molecular formula: C9H14N5
Method: DFT, ωB97M-V with the def2-TZVPD basis set

Calculated values
- Highest occupied orbital energy: -11.79 eV
- Total charge: +1
- Energy: -17000.93226 eV
- Orbital gap: 8.6 eV

CARTESIAN COORDINATES (ANGSTROEM)
1 C 0.08 1.00 -1.66
2 C 0.92 2.08 -1.51
3 C -0.28 1.90 0.32
4 C -0.60 0.77 -0.43
5 C -2.76 -1.57 -1.89
6 C -1.92 -0.60 2.19
7 C 0.73 -2.94 0.32
8 C 1.33 3.79 0.19
9 C -1.56 -0.32 -0.07
10 N -2.03 -1.11 -1.00
11 N -2.20 -0.20 1.07
12 N 0.67 2.60 -0.27
13 N 1.80 -3.67 0.69
14 N 0.41 -1.71 0.45
15 H -0.01 0.36 -2.43
16 H 1.77 2.53 -2.14
17 H -0.40 2.04 1.36
18 H -2.45 -2.44 -2.45
19 H -3.61 -1.00 -2.42
20 H -1.16 -1.43 2.36
21 H -2.61 -0.36 3.02
22 H -0.01 -3.57 -0.26
23 H 0.87 4.10 1.21
24 H 2.42 3.57 0.51
25 H 1.38 4.60 -0.55
26 H 1.73 -4.69 0.62
27 H 2.54 -3.14 1.16
28 H 1.31 -1.25 0.94

=====

What did we get for relative energy (zero: lowest compared OMol25 entry of this formula, charge and spin)? Answer: 152.1, 129.2, 46.4, 148.1, 5.8, 0.1, 99.6, 117.6, 95.7 kcal/mol, in the order shown.